DFT (ωB97M-V/def2-TZVPD) results for a molecular structure, C4H12CsN2O2 in a non-equilibrium geometry.

molecular weight	253.06	g/mol
frontier orbital gap	9.9	eV
charge	+1
maximum force	6.92	eV/Å

Geometry (Å):
Cs (-1.1696, 0.2784, -3.3736)
C (1.1969, -1.6778, -0.9084)
O (0.4308, -0.7822, -1.2135)
N (1.8857, -2.4084, -1.7005)
N (1.6875, -1.7374, 0.2590)
H (1.5597, -2.2880, -2.6488)
H (2.6242, -3.0468, -1.4414)
H (1.1365, -1.2488, 0.9502)
H (1.8796, -2.6973, 0.5073)
C (-2.2298, 0.7387, 0.6891)
C (-0.9964, 1.7478, 0.5331)
C (0.1240, 1.5034, 1.5748)
O (-0.4314, 1.8247, -0.7763)
H (-3.2003, 1.0489, 0.3019)
H (-2.5001, 0.8169, 1.7422)
H (-1.9265, -0.2601, 0.3754)
H (-1.3175, 2.7533, 0.8049)
H (0.3634, 0.4416, 1.5175)
H (-0.1193, 1.8840, 2.5668)
H (0.9689, 2.0976, 1.2267)
H (0.0337, 1.0116, -0.9864)

Forces on atoms 1 to 3 (eV/Å):
-0.24 0.22 -0.07
0.42 2.56 -0.69
-2.24 0.91 -1.76